53
Properties=species:S:1:pos:R:3 method="wB97M-V/def2-TZVPD" relative_energy_ev=1.027 smiles="Cc1cccc(NC(=O)COc2ccccc2C(=O)N[C@H](C)c2ccccc2)c1" homo_lumo_gap_ev=8.80 max_force_ev_per_a=0.5
C -5.57806 -1.53239 0.28676
C -4.22079 -1.06917 0.72264
C -3.14515 -1.11533 -0.15173
C -1.89024 -0.68121 0.25602
C -1.70272 -0.20205 1.54888
C -2.77619 -0.15657 2.41818
C -4.02748 -0.58320 2.01058
H -4.86228 -0.54255 2.69546
H -2.63255 0.21528 3.42179
H -0.72633 0.13085 1.86819
N -0.77904 -0.68816 -0.60094
C -0.63108 -1.29644 -1.79489
O -1.46048 -1.96232 -2.37608
C 0.74914 -1.05958 -2.43212
O 1.73569 -0.60955 -1.53135
C 2.21010 -1.47342 -0.56600
C 2.40266 -2.83271 -0.77079
C 2.92994 -3.61811 0.23947
C 3.25174 -3.06626 1.46710
C 3.03509 -1.71843 1.68642
C 2.53082 -0.91009 0.67799
C 2.18806 0.51811 0.97717
O 1.54191 0.81014 1.96703
N 2.64228 1.40652 0.06682
H 3.06561 1.02188 -0.76248
C 2.15423 2.78568 -0.03876
C 0.68483 2.72902 -0.41085
C -0.33314 2.82134 0.52810
C -1.65530 2.66632 0.14503
C -1.97701 2.41093 -1.17593
C -0.96858 2.32103 -2.12050
C 0.35114 2.47993 -1.73885
H 1.13651 2.41170 -2.47979
H -1.21185 2.12633 -3.15504
H -3.00770 2.27894 -1.46833
H -2.43743 2.73538 0.88597
H -0.09966 3.00073 1.56429
C 2.46714 3.57346 1.22905
H 2.03721 4.56920 1.15875
H 3.54485 3.66089 1.34697
H 2.06722 3.06574 2.10042
H 2.70405 3.23457 -0.87449
H 3.24571 -1.27120 2.64586
H 3.65442 -3.68587 2.25311
H 3.08136 -4.67219 0.06228
H 2.14452 -3.28581 -1.71499
H 0.64157 -0.25272 -3.16363
H 1.04227 -1.96633 -2.97008
H 0.01090 -0.16044 -0.25181
H -3.27557 -1.49220 -1.15264
H -5.92631 -2.34064 0.92857
H -5.55475 -1.88851 -0.73945
H -6.29842 -0.71818 0.35859


54
Properties=species:S:1:pos:R:3 method="wB97M-V/def2-TZVPD" relative_energy_ev=4.751 homo_lumo_gap_ev=4.82 max_force_ev_per_a=2.6
C 4.12902 -1.53165 2.77724
O 3.43366 -0.28345 3.00797
C 2.13823 -0.13660 2.60901
C 1.57655 1.16254 2.72524
C 0.24900 1.37904 2.42956
C -0.58940 0.30626 2.02022
C -2.02337 0.49438 1.96487
N -2.89789 -0.36389 2.46610
C -4.34604 -0.11556 2.37850
C -2.49294 -1.48373 3.31457
C 0.01403 -0.94997 1.76528
C 1.33395 -1.19484 2.09749
H 5.15720 -1.33347 3.07248
H 3.71183 -2.33293 3.39762
H 4.09719 -1.82124 1.72017
H 2.20594 1.98223 3.06402
H -0.19749 2.36617 2.53531
H -2.42696 1.45220 1.61571
H -4.84780 -0.95996 2.86067
H -4.60556 0.81899 2.89202
H -4.67667 -0.02903 1.33743
H -3.38261 -1.79302 3.86605
H -2.11997 -2.32792 2.72066
H -1.70300 -1.17714 4.01567
H -0.59141 -1.74693 1.32361
H 1.75553 -2.20016 1.98531
C 0.76914 1.73864 -1.98404
C 1.09340 2.88896 -1.25899
C 0.11653 3.51080 -0.48712
C -1.23162 3.06998 -0.48524
C -2.17423 3.77483 0.34307
C -1.78312 4.97108 0.97150
N -1.49291 6.00151 1.47092
S -3.95462 3.55383 0.20733
C -4.60117 5.02521 1.01440
C -4.82353 5.10150 2.39589
C -5.42385 6.24302 2.93892
C -5.81900 7.29846 2.11017
C -5.58612 7.21759 0.73217
C -4.99375 6.07731 0.18959
O -4.34800 3.60560 -1.18244
O -4.38275 2.44149 1.03709
C -1.55352 1.93890 -1.28367
C -0.56219 1.28435 -2.01530
H 1.55483 1.20742 -2.52719
H 2.09743 3.32019 -1.28370
H 0.38048 4.37365 0.12881
H -4.52613 4.28095 3.04256
H -5.58619 6.31832 4.01959
H -6.30137 8.18244 2.53344
H -5.86132 8.03842 0.06814
H -4.82726 6.00405 -0.87913
H -2.58596 1.59036 -1.31846
H -0.81246 0.41183 -2.62817


55
Properties=species:S:1:pos:R:3 method="wB97M-V/def2-TZVPD" relative_energy_ev=0.298 smiles="CCc1nc(SCC(=O)N2CCN(c3ccccc3)CC2)c2oc3ccccc3c2n1" homo_lumo_gap_ev=7.54 max_force_ev_per_a=1.4
C -0.72867 -4.26176 1.49940
H -0.09137 -5.13838 1.41664
H -0.57972 -3.80949 2.47684
H -1.76656 -4.57475 1.41372
C -0.38528 -3.25620 0.39933
C -1.25085 -2.04330 0.53153
N -2.29842 -1.93908 -0.26817
C -3.05727 -0.86739 -0.08359
C -2.77869 0.10835 0.90413
C -1.62754 -0.07508 1.65150
N -0.89218 -1.15346 1.45678
S -1.03575 1.10911 2.83188
C -1.13207 2.58854 1.75242
C -0.65632 2.25779 0.34719
O -1.45112 2.26947 -0.57854
N 0.64333 1.95384 0.17199
C 1.66275 1.80164 1.18503
H 1.30707 2.12777 2.15887
C 2.10459 0.32628 1.25808
N 2.58456 -0.12024 -0.03215
C 3.92596 0.04100 -0.36447
C 4.34980 0.46250 -1.62836
C 5.69505 0.54704 -1.93636
C 6.65912 0.22309 -0.99989
C 6.25455 -0.20638 0.25331
C 4.91461 -0.30257 0.56577
H 4.63245 -0.67245 1.53957
H 6.99143 -0.47918 0.99487
H 7.70785 0.29779 -1.24280
H 5.98864 0.88034 -2.92153
H 3.63512 0.73730 -2.38827
C 1.55228 0.04781 -1.02929
C 1.09518 1.51025 -1.13373
H 0.26510 1.61217 -1.83384
H 1.92628 2.14843 -1.45186
H 1.89422 -0.32338 -1.99441
H 0.69555 -0.56081 -0.71885
H 2.87946 0.22867 2.01469
H 1.24951 -0.29482 1.54590
H 2.52438 2.41748 0.89599
H -2.17031 2.91419 1.69308
H -0.52886 3.35565 2.23475
O -3.70412 1.09005 0.92446
C -4.58841 0.78933 -0.06618
C -5.70378 1.52762 -0.42018
C -6.47865 1.04130 -1.45695
C -6.15740 -0.14296 -2.11958
C -5.04671 -0.88113 -1.76714
C -4.25354 -0.40883 -0.72809
H -4.78587 -1.79724 -2.27222
H -6.79197 -0.48299 -2.92399
H -7.35441 1.59405 -1.76200
H -5.94688 2.44425 0.09210
H 0.66070 -2.96099 0.49347
H -0.55679 -3.70023 -0.58083


59
Properties=species:S:1:pos:R:3 method="wB97M-V/def2-TZVPD" charge=+3 relative_energy_ev=2.569 homo_lumo_gap_ev=6.92 max_force_ev_per_a=0.1
Pb 0.05013 -1.10461 -1.52753
C 2.41950 0.16286 7.36903
C 0.99120 0.17998 6.93458
N 0.73044 0.51436 5.72239
N 0.46023 0.24467 4.58486
C 0.10898 1.37639 3.70540
N 0.16730 2.58152 4.24594
S -0.31952 0.97016 2.18432
C -0.15423 -0.05336 7.81339
C 0.04110 -0.38125 9.14676
C -1.08817 -0.63833 9.91749
C -2.32828 -0.54745 9.31913
C -2.41273 -0.19804 7.96465
N -1.35301 0.04903 7.22028
H 3.09391 0.36162 6.54118
H 2.63799 -0.82372 7.78211
H 2.57601 0.90009 8.15739
H 0.37500 2.72859 5.22243
H -0.08944 3.38361 3.69197
H 1.03018 -0.44724 9.57797
H -0.99247 -0.90163 10.96168
H -3.23144 -0.73354 9.88348
H -3.37745 -0.10920 7.48111
C -2.47497 0.82874 -2.48129
N -1.26858 1.04717 -1.64280
C -0.37599 2.13271 -2.12427
C 0.74353 1.59786 -2.96003
N 1.24577 0.38532 -2.81960
C 2.32096 0.28804 -3.71293
C 3.19187 -0.76480 -3.98145
C 4.16136 -0.54203 -4.93583
C 4.26798 0.68822 -5.60757
C 3.40979 1.73548 -5.34768
C 2.43454 1.50285 -4.38455
N 1.41252 2.30503 -3.87844
C -2.23141 -0.23060 -3.51184
N -1.36213 -1.20863 -3.34012
C -1.47304 -2.05007 -4.45367
C -0.79462 -3.21919 -4.78683
C -1.14494 -3.82508 -5.97447
C -2.13679 -3.28767 -6.81315
C -2.81119 -2.12835 -6.49268
C -2.45435 -1.52578 -5.29214
N -2.90643 -0.36747 -4.65831
H -2.80077 1.75974 -2.94997
H -3.28555 0.49744 -1.82854
H -1.58504 1.31058 -0.71377
H 0.04819 2.63013 -1.24922
H -0.94070 2.88222 -2.68289
H 3.12557 -1.71389 -3.46448
H 4.86203 -1.33018 -5.17390
H 5.04635 0.81509 -6.34698
H 3.49506 2.68135 -5.86470
H 1.22379 3.25955 -4.14535
H -0.03438 -3.64821 -4.14590
H -0.65020 -4.73963 -6.27037
H -2.37820 -3.80119 -7.73331
H -3.57571 -1.71957 -7.13888
H -3.63953 0.24031 -4.99211